Entry 1:
ORCA calculation (ωB97M-V/def2-TZVPD) on a structure of composition C22H28N6O6Re at a distorted geometry.

The geometry in XYZ format:
```
63
Properties=species:S:1:pos:R:3:lowdin_charge:R:1
Re -1.6142 -0.4494 0.3890 1.841
O 1.8674 -3.8192 4.3256 0.159
C 1.1249 -3.1378 3.4843 -0.258
C 1.3074 -3.0852 2.0901 0.101
C 0.4609 -2.3029 1.3386 -0.166
N -0.5300 -1.5592 1.8552 -0.015
C -0.7508 -1.6768 3.1703 -0.127
C 0.0293 -2.4281 4.0101 0.108
C -2.0574 -1.0000 3.7309 -0.634
O -2.1454 -0.9378 4.9292 0.109
O -2.8249 -0.6508 2.8114 -0.112
C 0.4719 -2.3234 -0.2067 -0.589
O 1.4645 -2.6571 -0.8012 0.140
O -0.6634 -1.9722 -0.6780 -0.138
H 2.5991 -4.3085 3.9229 0.150
H 2.0646 -3.6719 1.5912 0.143
H -0.1965 -2.4893 5.0650 0.150
N -2.3540 1.4431 1.3363 -0.057
C -3.5084 2.0404 0.6450 -0.174
C -3.2845 1.8915 -0.8589 -0.153
N -2.9171 0.4949 -1.1822 -0.155
C -4.0736 -0.3881 -1.4581 -0.149
C -4.5356 -1.1055 -0.1899 -0.174
N -3.3688 -1.7439 0.4424 -0.058
H -2.6152 1.2454 2.3068 0.102
H -1.5925 2.1225 1.3466 0.123
H -3.6264 3.0959 0.9059 0.144
H -4.4074 1.5167 0.9661 0.119
H -2.4581 2.5408 -1.1578 0.131
H -4.1797 2.2020 -1.4055 0.140
H -2.3526 0.5197 -2.0300 0.138
H -3.7600 -1.1315 -2.1926 0.140
H -4.9043 0.1818 -1.8798 0.139
H -5.3029 -1.8450 -0.4338 0.145
H -4.9675 -0.4077 0.5271 0.118
H -3.1343 -2.6022 -0.0630 0.132
H -3.6172 -1.9990 1.4029 0.115
C 4.5296 1.8178 -1.1812 0.031
N 3.3954 1.3641 -0.4260 -0.035
N 2.1776 1.1423 -0.9832 0.078
C 1.2763 0.8806 0.0206 -0.365
O 0.0422 0.6963 -0.2148 -0.173
C 1.9994 0.9198 1.2275 0.076
C 3.3066 1.2330 0.9116 -0.222
C 4.4490 1.4443 1.8251 0.014
C 1.9673 1.0299 -2.3790 -0.196
C 0.9119 1.7186 -2.9669 -0.018
C 0.7019 1.6001 -4.3297 -0.060
C 1.5456 0.8120 -5.1004 -0.049
C 2.5818 0.1088 -4.5031 -0.039
C 2.7913 0.2023 -3.1394 -0.007
H 4.1976 2.3101 -2.0959 0.112
H 5.1906 0.9898 -1.4489 0.111
H 5.0949 2.5325 -0.5835 0.107
H 1.5970 0.7434 2.2029 0.121
H 4.1618 1.1805 2.8392 0.097
H 4.7570 2.4905 1.8183 0.104
H 5.3103 0.8449 1.5371 0.103
H 0.2881 2.3554 -2.3558 0.111
H -0.1093 2.1367 -4.7986 0.112
H 1.3921 0.7418 -6.1652 0.117
H 3.2271 -0.5200 -5.0959 0.120
H 3.5697 -0.3776 -2.6693 0.123
```

spin multiplicity	4
total energy	-1712.96052	Eh
charge	+2
<S²>	3.77

---

Entry 2:
ORCA calculation (ωB97M-V/def2-TZVPD) on the molecule C22H28N6OS at a distorted geometry.

The geometry in XYZ format:
```
58
Properties=species:S:1:pos:R:3:lowdin_charge:R:1
C -5.0373 -1.8905 -1.6516 -0.085
H -5.6246 -1.2729 -2.3400 0.096
H -5.7097 -2.3789 -0.9389 0.097
H -4.5039 -2.6512 -2.2206 0.094
O -4.0435 -1.1427 -0.9987 -0.108
C -4.4295 -0.1385 -0.1458 -0.200
C -5.7479 0.2323 0.0541 -0.030
C -6.0773 1.2301 0.9606 -0.098
C -5.0810 1.8659 1.6696 -0.100
C -3.7567 1.5158 1.4642 -0.025
C -3.3968 0.5195 0.5620 -0.157
N -2.0758 0.1032 0.3962 -0.091
C -1.4902 0.1473 -0.9260 -0.134
C -0.3294 -0.8402 -1.0021 -0.163
N 0.6570 -0.4732 -0.0024 -0.128
C 0.0564 -0.5565 1.3171 -0.150
C -1.0975 0.4420 1.4030 -0.152
H -1.5533 0.3666 2.3912 0.127
H -0.6993 1.4617 1.2645 0.130
H 0.8101 -0.3189 2.0697 0.118
H -0.3341 -1.5664 1.5190 0.132
C 1.9279 -1.1942 -0.1385 -0.265
C 2.9426 -0.4779 0.6844 -0.238
N 3.2539 -0.6809 1.9451 0.079
N 4.1668 0.2270 2.2586 -0.025
N 4.4296 0.9735 1.2709 0.050
N 3.6815 0.5726 0.2436 -0.011
C 3.6903 1.2046 -1.0548 -0.251
H 3.8664 0.4164 -1.7955 0.148
C 2.3599 1.9458 -1.3074 -0.123
C 2.6698 3.4459 -1.1675 -0.176
C 4.0574 3.5123 -0.5291 -0.191
H 3.9880 3.4123 0.5541 0.101
H 4.5766 4.4405 -0.7588 0.108
C 4.7666 2.2898 -1.1026 -0.147
H 5.0483 2.4664 -2.1412 0.121
H 5.6500 2.0104 -0.5331 0.105
H 2.6951 3.9146 -2.1522 0.106
H 1.9198 3.9611 -0.5702 0.105
H 1.6098 1.6153 -0.5885 0.093
H 1.9826 1.7141 -2.3026 0.114
C 1.8575 -2.6535 0.2012 -0.481
C 1.9166 -3.2658 1.4141 -0.130
C 1.7397 -4.6660 1.3322 -0.175
C 1.5401 -5.0980 0.0627 -0.412
S 1.5665 -3.8037 -1.0678 1.032
H 1.3776 -6.0970 -0.2900 0.059
H 1.7620 -5.3184 2.1864 0.102
H 2.1093 -2.7327 2.3264 0.098
H 2.2167 -1.0974 -1.1940 0.135
H 0.1314 -0.7902 -1.9919 0.125
H -0.7179 -1.8577 -0.8428 0.120
H -2.2408 -0.1167 -1.6670 0.118
H -1.1100 1.1604 -1.1444 0.129
H -2.9888 2.0379 2.0129 0.103
H -5.3244 2.6428 2.3786 0.100
H -7.1131 1.4958 1.1059 0.100
H -6.5411 -0.2638 -0.4825 0.100
```

spin multiplicity	1
ΔE to the lowest compared entry with this formula, charge and spin	162.9	kJ/mol
total energy	-1657.03599	Eh
charge	0
SMILES	COc1ccccc1N1CCN([C@H](c2cccs2)c2nnnn2C2CCCC2)CC1

---

Question: Among the records above, which one has the highest charge?
Answer: C22H28N6O6Re

---

Question: The lowest charge belongs to which entry?
Answer: C22H28N6OS

---

Question: Among the records above, which one has the highest charge?
Answer: C22H28N6O6Re